Entry 1:
Molecular formula: C4H14N2O
Method: DFT, ωB97M-V/def2-TZVPD

The geometry in XYZ format:
```
21
C4H14N2O ωB97M-V/def2-TZVPD
C -2.05 1.16 1.86
N -1.08 0.73 0.75
C -1.87 -0.18 -0.14
C 0.14 -0.02 1.27
C 1.45 0.46 0.60
N 1.72 1.81 1.22
H -2.90 1.51 1.23
H -2.43 0.29 2.41
H -1.53 1.86 2.47
H -1.90 -1.23 0.31
H -1.34 -0.36 -1.10
H -2.81 0.30 -0.33
H 0.19 0.19 2.35
H -0.10 -1.06 1.10
H 2.27 -0.20 0.93
H 1.36 0.67 -0.49
H 2.73 1.93 0.90
H 1.29 2.55 0.69
O 2.05 -3.16 -5.50
H 2.23 -4.04 -5.84
H 2.59 -3.19 -4.69
```

Its structure (SMILES) is CN(C)CCN.O. The net charge is 0. Its total energy is -345.48972 Eh. For the LUMO energy, the calculation gives 0.81 eV. The relative energy (zero: lowest compared OMol25 entry of this formula, charge and spin) comes out at 2.353 eV. For the max |F|, the calculation gives 0.0645 Eh/bohr.

Here are the Löwdin charges for atoms 1 to 2, given in e:
1. C -0.08
2. N -0.26

Entry 2:
Molecular formula: C4H8S2
Method: DFT, ωB97M-V/def2-TZVPD

The geometry in XYZ format:
```
14
C4H8S2 ωB97M-V/def2-TZVPD
C 3.11 0.56 0.20
S 2.13 -0.71 -0.64
C 0.59 0.13 -0.73
C -0.58 -0.51 -0.54
S -2.12 0.26 -0.92
C -3.10 -0.35 0.47
H 2.75 0.73 1.21
H 4.14 0.20 0.25
H 3.08 1.48 -0.34
H 0.62 1.23 -0.99
H -0.61 -1.56 -0.22
H -3.09 -1.46 0.51
H -4.16 -0.04 0.26
H -2.77 0.04 1.45
```

Its structure (SMILES) is CS/C=C/SC. The net charge is 0. Its total energy is -953.54956 Eh. For the LUMO energy, the calculation gives 0.90 eV. The relative energy (zero: lowest compared OMol25 entry of this formula, charge and spin) comes out at 1.009 eV. For the max |F|, the calculation gives 0.0274 Eh/bohr.

Here are the Löwdin charges for atoms 1 to 2, given in e:
1. C -0.41
2. S 0.81

Entry 3:
Molecular formula: CH3Cl2O2P
Method: DFT, ωB97M-V/def2-TZVPD

The geometry in XYZ format:
```
9
CH3Cl2O2P ωB97M-V/def2-TZVPD
O 0.49 1.00 -1.86
P 0.25 1.02 -0.41
O -1.10 2.00 -0.11
Cl 1.45 2.25 0.68
C 0.87 -0.87 0.18
Cl 2.50 -0.73 -0.36
H -0.84 2.78 0.42
H 0.24 -1.62 -0.44
H 0.91 -1.22 1.30
```

Its structure (SMILES) is O=[P@](O)(Cl)CCl. The net charge is 0. Its total energy is -1452.15093 Eh. For the LUMO energy, the calculation gives -0.19 eV. The relative energy (zero: lowest compared OMol25 entry of this formula, charge and spin) comes out at 1.377 eV. For the max |F|, the calculation gives 0.0494 Eh/bohr.

Here are the Löwdin charges for atoms 1 to 2, given in e:
1. O -0.38
2. P 0.27

Entry 4:
Molecular formula: C3H2N2S2
Method: DFT, ωB97M-V/def2-TZVPD

The geometry in XYZ format:
```
9
C3H2N2S2 ωB97M-V/def2-TZVPD
H -2.45 -1.30 -0.11
N -2.32 -0.33 -0.20
C -1.11 -0.17 -0.06
N -0.59 1.12 -0.05
C 0.71 1.06 0.09
C 1.29 -0.29 -0.01
S 2.96 -0.41 -0.13
S 0.05 -1.53 0.07
H 1.45 1.85 0.40
```

Its structure (SMILES) is [H]/N=C1/N=CC(=S)S1. The net charge is 0. Its total energy is -1021.35309 Eh. For the LUMO energy, the calculation gives -1.92 eV. The relative energy (zero: lowest compared OMol25 entry of this formula, charge and spin) comes out at 0.725 eV. For the max |F|, the calculation gives 0.0617 Eh/bohr.

Here are the Löwdin charges for atoms 1 to 2, given in e:
1. H 0.02
2. N 0.15

Entry 5:
Molecular formula: C58H50F3N4O4Sr
Method: DFT, ωB97M-V/def2-TZVPD

The geometry in XYZ format:
```
120
C58H50F3N4O4Sr ωB97M-V/def2-TZVPD
Sr -0.60 0.93 0.44
C -1.33 4.09 -0.28
N -2.43 3.30 0.31
C -3.64 3.33 -0.51
C -3.62 2.49 -1.76
C -4.46 2.81 -2.83
C -4.45 2.00 -3.95
C -3.61 0.90 -3.97
C -2.81 0.66 -2.86
N -2.83 1.42 -1.77
C -2.74 3.83 1.63
C -1.76 3.46 2.73
C -1.56 4.34 3.80
C -0.69 3.98 4.81
C -0.03 2.76 4.73
C -0.28 1.95 3.63
N -1.15 2.29 2.68
C -0.86 3.68 -1.66
C -1.02 4.52 -2.75
C -0.52 4.12 -3.99
C 0.13 2.90 -4.09
C 0.24 2.12 -2.94
N -0.25 2.50 -1.77
H -0.46 4.00 0.38
H -1.62 5.15 -0.33
H -3.90 4.37 -0.78
H -4.47 2.95 0.10
H -5.09 3.69 -2.78
H -5.08 2.23 -4.80
H -3.56 0.25 -4.83
H -2.13 -0.18 -2.80
H -3.73 3.48 1.93
H -2.80 4.93 1.60
H -2.07 5.30 3.81
H -0.51 4.65 5.64
H 0.69 2.46 5.47
H 0.23 1.00 3.50
H -1.53 5.46 -2.64
H -0.64 4.75 -4.86
H 0.54 2.55 -5.02
H 0.72 1.15 -2.96
C -1.03 -5.17 2.90
C -0.91 -4.82 1.41
C -0.98 -6.06 0.55
O -1.96 -3.90 1.07
C -1.41 -2.59 0.85
C 0.03 -2.77 1.40
O 0.29 -4.15 1.13
C 1.22 -1.82 1.17
O 0.79 -0.58 1.57
C 2.35 -2.31 2.11
C 3.06 -3.49 1.89
C 4.06 -3.89 2.77
C 4.39 -3.10 3.86
C 3.70 -1.92 4.08
C 2.69 -1.53 3.20
C 1.81 -1.77 -0.25
C 1.86 -2.85 -1.12
C 2.47 -2.74 -2.36
C 3.03 -1.54 -2.76
C 3.00 -0.45 -1.90
C 2.40 -0.57 -0.65
C -1.80 -2.02 -0.58
O -1.01 -0.97 -0.93
C -1.78 -3.12 -1.67
C -2.59 -4.26 -1.67
C -2.54 -5.16 -2.73
C -1.68 -4.95 -3.80
C -0.88 -3.82 -3.80
C -0.94 -2.91 -2.75
C -3.26 -1.47 -0.43
C -3.52 -0.45 0.50
C -4.77 0.13 0.65
C -5.81 -0.23 -0.20
C -5.57 -1.20 -1.16
C -4.32 -1.81 -1.26
H -2.00 -5.62 3.09
H -0.94 -4.27 3.51
H -0.24 -5.87 3.17
H -1.93 -6.57 0.69
H -0.17 -6.74 0.84
H -0.87 -5.79 -0.50
H -1.91 -1.93 1.56
H -0.11 -2.67 2.48
H 2.82 -4.11 1.04
H 4.60 -4.81 2.58
H 5.17 -3.41 4.54
H 3.95 -1.29 4.92
H 2.15 -0.60 3.33
H 1.40 -3.79 -0.83
H 2.47 -3.59 -3.03
H 3.50 -1.45 -3.74
H 3.45 0.49 -2.18
H 2.37 0.28 0.02
H -3.26 -4.44 -0.85
H -3.18 -6.04 -2.71
H -1.64 -5.66 -4.61
H -0.20 -3.64 -4.63
H -0.32 -2.02 -2.74
H -2.76 -0.08 1.18
H -4.91 0.88 1.41
H -6.78 0.23 -0.10
H -6.36 -1.49 -1.85
H -4.18 -2.55 -2.03
F 8.93 4.11 -0.25
C 8.43 3.65 0.92
F 9.10 2.51 1.20
F 8.82 4.55 1.85
C 6.95 3.47 0.89
C 6.15 4.53 0.47
C 4.78 4.41 0.46
C 4.16 3.22 0.86
C 4.98 2.16 1.27
C 6.36 2.28 1.29
C 2.74 3.07 0.86
C 1.53 2.86 0.80
H 6.62 5.46 0.15
H 4.16 5.23 0.13
H 4.51 1.23 1.58
H 6.97 1.45 1.61
```

The net charge is -1. Its total energy is -3090.60275 Eh. For the LUMO energy, the calculation gives 2.04 eV. The relative energy (zero: lowest compared OMol25 entry of this formula, charge and spin) comes out at 0.920 eV. For the max |F|, the calculation gives 0.0211 Eh/bohr.

Here are the Löwdin charges for atoms 1 to 2, given in e:
1. Sr 1.37
2. C -0.15

Entry 6:
Molecular formula: CHClF2OS2
Method: DFT, ωB97M-V/def2-TZVPD

The geometry in XYZ format:
```
8
CHClF2OS2 ωB97M-V/def2-TZVPD
O 1.24 0.90 -1.27
S 0.93 0.27 0.07
S 2.02 -1.05 0.91
Cl 0.41 1.97 1.19
C -0.96 -0.39 -0.22
F -0.91 -1.76 -0.26
F -1.61 -0.01 0.77
H -1.12 0.06 -1.20
```

Its structure (SMILES) is O=[S@@](=S)(Cl)C(F)F. The net charge is 0. Its total energy is -1570.16992 Eh. For the LUMO energy, the calculation gives -1.13 eV. The relative energy (zero: lowest compared OMol25 entry of this formula, charge and spin) comes out at 1.270 eV. For the max |F|, the calculation gives 0.0908 Eh/bohr.

Here are the Löwdin charges for atoms 1 to 2, given in e:
1. O -0.50
2. S 0.08

Entry 7:
Molecular formula: C24H37Br2N5O4
Method: DFT, ωB97M-V/def2-TZVPD

The geometry in XYZ format:
```
72
C24H37Br2N5O4 ωB97M-V/def2-TZVPD
H -5.52 1.96 0.12
N -5.55 1.31 0.93
C -5.97 2.03 1.97
N -6.09 1.26 3.26
N -6.32 3.47 1.88
C -5.12 4.36 2.03
C -4.16 4.38 0.72
C -2.95 3.33 0.89
C -1.56 3.81 0.16
C -0.45 3.80 1.33
C -0.07 5.15 1.96
C 1.00 5.28 3.13
N 1.25 6.60 3.63
C 2.22 6.52 4.68
C 2.91 5.22 5.20
N 2.64 3.93 4.67
C 1.64 3.97 3.63
C 1.25 2.58 2.98
C 0.20 2.43 1.83
C -0.23 1.06 1.16
Br 0.55 0.93 -0.70
C 0.32 -0.25 1.94
C -0.28 -0.35 3.45
Br -0.30 -1.94 1.01
H -6.62 0.42 2.97
H -5.15 0.87 3.49
H -6.90 3.64 2.73
H -4.55 4.02 2.98
H -5.41 5.46 2.21
H -3.73 5.45 0.61
H -4.81 4.20 -0.21
H -3.16 2.28 0.48
H -2.76 3.20 2.02
H -1.31 3.05 -0.67
H -1.68 4.87 -0.30
H -0.60 6.09 1.57
H 2.53 7.51 5.17
H 3.70 5.32 6.03
H 1.74 1.58 3.32
H -1.38 0.93 1.13
H 1.48 -0.30 1.95
H -1.02 0.52 3.55
H -0.83 -1.34 3.62
H 0.61 -0.19 4.16
C 2.08 -1.64 -2.19
C 3.08 -2.78 -2.12
O 3.43 -3.23 -3.44
C 4.37 -2.67 -4.21
C 4.93 -1.33 -3.83
O 4.72 -3.21 -5.24
H 2.49 -0.77 -2.70
H 1.78 -1.33 -1.18
H 1.19 -1.95 -2.74
H 3.97 -2.52 -1.54
H 2.62 -3.63 -1.61
H 4.39 -0.55 -4.37
H 5.99 -1.30 -4.11
H 4.89 -1.12 -2.76
C 2.58 -5.89 -4.42
C 2.52 -6.98 -3.36
O 1.21 -7.04 -2.76
C 0.17 -7.72 -3.28
C 0.27 -8.24 -4.69
O -0.85 -7.86 -2.64
H 1.89 -6.09 -5.24
H 3.59 -5.82 -4.83
H 2.30 -4.93 -4.00
H 2.83 -7.96 -3.73
H 3.21 -6.73 -2.55
H -0.20 -7.52 -5.37
H -0.26 -9.19 -4.74
H 1.29 -8.44 -5.02
```

Its structure (SMILES) is [H]/N=C(/N)NCCCCc1cc2nccnc2cc1[C@@H](Br)[C@@H](C)Br.CCOC(C)=O.CCOC(C)=O. The net charge is 0. Its total energy is -6659.20446 Eh. For the LUMO energy, the calculation gives -1.20 eV. For the max |F|, the calculation gives 0.1182 Eh/bohr.

Here are the Löwdin charges for atoms 1 to 2, given in e:
1. H 0.04
2. N 0.11

Entry 8:
Molecular formula: C5H6FNS
Method: DFT, ωB97M-V/def2-TZVPD

The geometry in XYZ format:
```
14
C5H6FNS ωB97M-V/def2-TZVPD
F -3.76 -0.31 0.16
C -2.71 0.40 -0.30
C -1.59 -0.31 -0.21
C -0.29 0.29 -0.18
S -0.21 1.96 0.02
C 0.94 -0.62 -0.21
C 2.19 -0.25 0.60
N 2.17 0.01 -0.76
H -2.95 1.38 -0.36
H -1.53 -1.43 0.09
H 0.79 -1.66 -0.42
H 2.96 -0.88 1.08
H 2.00 0.50 1.41
H 1.98 0.93 -0.90
```

Its structure (SMILES) is F/C=C/C(=S)[C@@H]1CN1. The net charge is 0. Its total energy is -746.80814 Eh. For the LUMO energy, the calculation gives -1.09 eV. The relative energy (zero: lowest compared OMol25 entry of this formula, charge and spin) comes out at 2.540 eV. For the max |F|, the calculation gives 0.0967 Eh/bohr.

Here are the Löwdin charges for atoms 1 to 2, given in e:
1. F 0.02
2. C -0.12

Entry 9:
Molecular formula: C36H36F11N4O6PS3W
Method: DFT, ωB97M-V/def2-TZVPD

The geometry in XYZ format:
```
98
C36H36F11N4O6PS3W ωB97M-V/def2-TZVPD
W 0.12 1.21 -0.88
F 6.36 -3.69 -0.95
C 5.37 -2.81 -1.17
C 4.27 -2.78 -0.34
F 4.18 -3.65 0.68
C 3.25 -1.87 -0.57
F 2.23 -1.92 0.29
C 3.28 -0.95 -1.61
S 2.08 0.25 -2.11
C 4.42 -1.02 -2.42
F 4.56 -0.19 -3.46
C 5.44 -1.92 -2.22
F 6.51 -1.93 -3.03
F -1.74 5.33 -3.85
C -1.71 4.06 -3.46
F -2.65 3.38 -4.12
F -1.99 3.98 -2.17
S -0.06 3.37 -3.88
O 0.13 2.19 -3.02
O -0.18 3.08 -5.27
N 0.93 4.54 -3.61
S 2.04 4.64 -2.46
O 3.20 5.30 -2.95
O 2.17 3.42 -1.71
C 1.30 5.90 -1.34
F 2.02 5.91 -0.22
F 1.37 7.11 -1.90
F 0.03 5.67 -1.05
C -0.62 -4.77 -1.78
C -1.43 -3.83 -0.89
C -1.44 -4.36 0.54
P -0.61 -2.17 -0.96
C -1.03 -1.57 -2.69
C -2.38 -2.01 -3.24
C 0.04 -1.83 -3.74
C -1.88 -0.94 -0.25
C -3.14 -1.54 0.26
C -3.81 -1.03 1.35
C -5.09 -1.66 1.83
C -3.31 0.10 2.00
C -2.16 0.91 1.53
C -1.15 0.17 0.61
N 0.22 0.10 0.81
C 1.01 -0.16 1.95
C 2.28 0.44 2.12
C 2.91 1.39 1.12
C 3.03 0.16 3.25
C 2.58 -0.68 4.26
C 3.42 -0.94 5.49
C 1.34 -1.25 4.08
C 0.56 -1.03 2.95
C -0.73 -1.81 2.89
H -1.02 -5.79 -1.71
H 0.43 -4.80 -1.46
H -0.63 -4.49 -2.83
H -2.46 -3.79 -1.27
H -0.43 -4.37 0.95
H -1.81 -5.39 0.55
H -2.07 -3.77 1.20
H -1.30 0.49 -3.20
H -2.38 -3.08 -3.42
H -2.58 -1.51 -4.19
H -3.22 -1.77 -2.57
H -0.08 -2.85 -4.11
H 1.05 -1.71 -3.36
H -0.08 -1.16 -4.59
H -3.58 -2.37 -0.27
H -5.22 -2.66 1.40
H -5.95 -1.06 1.55
H -5.09 -1.76 2.92
H -3.88 0.52 2.83
H -2.62 1.68 0.90
H 3.36 2.24 1.63
H 2.19 1.78 0.41
H 3.69 0.89 0.54
H 4.00 0.64 3.34
H 4.41 -1.30 5.22
H 2.95 -1.68 6.13
H 3.56 -0.03 6.08
H 0.96 -1.93 4.84
H -0.52 -2.87 3.01
H -1.28 -1.69 1.97
H -1.41 -1.52 3.70
O -3.07 0.84 -1.49
C -2.16 0.05 -1.39
N -1.13 -0.09 -2.38
O 0.13 3.02 -0.02
N -0.70 3.13 1.09
C -1.88 3.79 0.96
C -2.64 3.83 2.14
C -2.39 2.90 3.11
C -1.52 1.72 2.70
C -0.36 2.44 2.17
H -2.06 4.29 0.03
H -3.38 4.61 2.26
H -2.81 2.98 4.10
H -1.24 1.08 3.54
H 0.68 2.21 2.31
```

The spin multiplicity is 4. The net charge is -1. Its total energy is -4765.29309 Eh. For the LUMO energy (spin up / spin down), the calculation gives 2.22 / 1.91 eV. For the max |F|, the calculation gives 0.0217 Eh/bohr.

Here are the Löwdin charges for atoms 1 to 2, given in e:
1. W 1.46
2. F 0.11

Entry 10:
Molecular formula: C23H31N4NiO5
Method: DFT, ωB97M-V/def2-TZVPD

The geometry in XYZ format:
```
64
C23H31N4NiO5 ωB97M-V/def2-TZVPD
Ni 0.50 0.10 -1.14
C 0.61 -4.96 -2.01
O -0.19 -3.87 -1.52
C 0.26 -2.64 -1.57
O -0.41 -1.73 -1.08
N 1.46 -2.41 -2.18
N 1.91 -1.09 -2.22
H 0.03 -5.85 -1.80
H 1.56 -5.02 -1.48
H 0.76 -4.88 -3.09
H 1.99 -3.13 -2.63
H 1.96 -0.75 -3.18
H 2.81 -1.00 -1.77
O -0.41 0.73 -2.80
C -1.58 0.83 -3.21
C -1.89 1.71 -4.37
C -2.15 3.09 -3.69
C -3.11 3.10 -2.48
C -2.61 2.43 -1.19
C -2.82 0.91 -1.15
N -2.65 0.36 -2.53
H -2.79 1.37 -4.89
H -1.07 1.78 -5.07
H -2.53 3.76 -4.45
H -1.18 3.48 -3.36
H -4.08 2.69 -2.77
H -3.29 4.15 -2.25
H -3.11 2.87 -0.32
H -1.54 2.65 -1.06
H -3.84 0.66 -0.86
H -2.15 0.42 -0.45
H -3.50 0.46 -3.06
C -0.90 -3.88 2.22
C 0.14 -2.81 2.01
C 1.24 -3.06 1.20
C 2.23 -2.10 1.04
C 2.15 -0.90 1.72
C 1.04 -0.63 2.52
N 0.95 0.54 3.31
C 1.59 1.75 3.05
C 2.12 2.49 4.11
C 2.74 3.71 3.90
C 2.89 4.21 2.61
C 2.38 3.48 1.55
C 1.70 2.29 1.76
C 1.11 1.61 0.58
O -0.07 1.13 0.60
O 1.80 1.49 -0.48
C 0.00 -1.57 2.63
C -1.21 -1.23 3.46
H -0.59 -4.82 1.76
H -1.86 -3.60 1.78
H -1.07 -4.07 3.28
H 1.36 -4.04 0.75
H 3.12 -2.32 0.45
H 2.95 -0.17 1.66
H 0.80 0.37 4.30
H 2.03 2.10 5.12
H 3.13 4.26 4.74
H 3.40 5.15 2.44
H 2.48 3.85 0.54
H -1.39 -0.16 3.44
H -1.09 -1.54 4.50
H -2.10 -1.74 3.07
```

The spin multiplicity is 3. The net charge is +1. Its total energy is -2998.45200 Eh. For the LUMO energy (spin up / spin down), the calculation gives -2.41 / -2.58 eV. The relative energy (zero: lowest compared OMol25 entry of this formula, charge and spin) comes out at 0.000 eV. For the max |F|, the calculation gives 0.0133 Eh/bohr.

Here are the Löwdin charges for atoms 1 to 2, given in e:
1. Ni 0.77
2. C -0.02